Run A
Molecular formula: C4H8O
Method: DFT, the ωB97M-V functional and the def2-TZVPD basis

```
! RIJCOSX wB97M-V def2-TZVPD def2/J DEFGRID3
* xyz 0 1
C 0.841 0.668 1.172
C 0.221 -0.104 -0.010
O 1.295 -0.497 -0.850
C -0.972 0.521 -0.663
C -0.976 -0.961 -0.459
H 0.220 0.912 2.039
H 1.139 1.631 0.725
H 1.775 0.210 1.517
H 1.389 -1.433 -0.619
H -1.636 1.047 0.022
H -0.852 0.979 -1.636
H -1.711 -1.479 0.145
H -0.733 -1.495 -1.382
*
```

For the molar mass, the calculation gives 72.11 g/mol. The LUMO energy is 1.06 eV. The value obtained for the highest occupied orbital energy is -9.6868 eV. The HOMO-LUMO gap comes out at 10.75 eV. Its SMILES is CC1(O)CC1.

Here are the natural (NBO) charges for atoms 1 to 4, given in e: -0.619, 0.222, -0.714, -0.438

---

Run B
Molecular formula: C4H8O
Method: DFT, the ωB97M-V functional and the def2-TZVPD basis

```
! RIJCOSX wB97M-V def2-TZVPD def2/J DEFGRID3
* xyz 0 1
C -0.320 1.361 1.616
C -0.794 -0.791 -0.568
C -0.063 -0.265 -1.551
C 1.050 -1.167 -1.073
O 0.142 -1.647 -0.028
H -0.680 0.427 2.060
H 0.568 1.716 2.145
H -1.107 2.119 1.635
H -1.765 -0.671 -0.095
H -0.180 0.499 -2.303
H -0.083 1.160 0.577
H 1.945 -0.726 -0.616
H 1.322 -1.985 -1.748
*
```

For the molar mass, the calculation gives 72.11 g/mol. The LUMO energy is 1.10 eV. The value obtained for the highest occupied orbital energy is -8.9510 eV. The HOMO-LUMO gap comes out at 10.05 eV.

Here are the natural (NBO) charges for atoms 1 to 4, given in e: -0.859, 0.146, -0.371, -0.081

---

Most stable one: run A, least stable one: run B.

---

Run A
Molecular formula: C4H8O
Method: DFT, the ωB97M-V functional and the def2-TZVPD basis

```
! RIJCOSX wB97M-V def2-TZVPD def2/J DEFGRID3
* xyz 0 1
C 0.933 -0.458 -0.999
C 0.364 -0.154 0.345
C -0.079 1.124 1.089
O -1.462 0.673 1.084
C -1.095 -0.284 0.028
H 0.080 -1.403 -1.230
H 1.900 -0.948 -1.057
H 0.871 0.411 -1.681
H 0.670 -0.910 1.078
H 0.071 2.057 0.528
H 0.294 1.239 2.114
H -1.106 -1.506 -0.386
H -1.442 0.158 -0.913
*
```

For the molar mass, the calculation gives 72.11 g/mol. The LUMO energy is 0.92 eV. The value obtained for the highest occupied orbital energy is -9.6819 eV. The HOMO-LUMO gap comes out at 10.61 eV.

Here are the natural (NBO) charges for atoms 1 to 4, given in e: -0.566, -0.317, -0.059, -0.531

---

Run B
Molecular formula: C4H8O
Method: DFT, the ωB97M-V functional and the def2-TZVPD basis

```
! RIJCOSX wB97M-V def2-TZVPD def2/J DEFGRID3
* xyz 0 1
C 2.333 0.092 -0.044
C 0.898 0.504 0.043
C 0.034 -0.596 0.062
O -1.325 -0.693 0.037
C -2.000 0.535 -0.063
H 2.585 -0.818 -0.725
H 3.166 0.883 -0.384
H 2.579 -0.244 0.948
H 0.589 1.527 0.270
H 0.634 -1.599 -0.051
H -1.262 1.219 -0.780
H -2.190 1.100 0.999
H -3.085 0.259 -0.558
*
```

For the molar mass, the calculation gives 72.11 g/mol. The LUMO energy is 1.05 eV. The value obtained for the highest occupied orbital energy is -8.4597 eV. The HOMO-LUMO gap comes out at 9.51 eV. Its SMILES is C/C=C/OC.

Here are the natural (NBO) charges for atoms 1 to 4, given in e: -0.646, -0.354, 0.148, -0.508

---

Run C
Molecular formula: C4H8O
Method: DFT, the ωB97M-V functional and the def2-TZVPD basis

```
! RIJCOSX wB97M-V def2-TZVPD def2/J DEFGRID3
* xyz 0 1
C -0.273 -0.231 -1.414
C 0.244 -0.821 -0.091
C 0.808 0.286 0.784
O -0.109 1.422 0.711
C -1.314 1.410 1.148
H 0.583 0.100 -2.013
H -0.783 -1.031 -1.969
H 1.037 -1.553 -0.280
H -0.540 -1.374 0.436
H 0.972 -0.026 1.826
H 1.729 0.691 0.364
H -1.423 0.498 1.812
H -0.929 0.629 -1.314
*
```

For the molar mass, the calculation gives 72.11 g/mol. The LUMO energy is 0.83 eV. The value obtained for the highest occupied orbital energy is -8.4080 eV. The HOMO-LUMO gap comes out at 9.24 eV.

Here are the natural (NBO) charges for atoms 1 to 4, given in e: -0.618, -0.432, -0.086, -0.478

---

Run D
Molecular formula: C4H8O
Method: DFT, the ωB97M-V functional and the def2-TZVPD basis

```
! RIJCOSX wB97M-V def2-TZVPD def2/J DEFGRID3
* xyz 0 1
C 0.094 1.544 0.317
C -0.092 0.227 0.242
C -1.095 -0.829 0.351
C 0.361 -1.069 0.764
H 1.037 1.949 0.668
H -0.754 2.212 0.216
H -1.838 -0.642 1.118
H -1.448 -1.385 -0.515
H 0.621 -1.035 1.816
H 0.917 -1.802 0.182
O 0.433 0.095 -1.914
H 0.431 0.970 -1.448
H 1.333 -0.234 -1.799
*
```

For the molar mass, the calculation gives 72.11 g/mol. The LUMO energy is 1.02 eV. The value obtained for the highest occupied orbital energy is -9.0370 eV. The HOMO-LUMO gap comes out at 10.05 eV. Its SMILES is C=C1CC1.O.

Here are the natural (NBO) charges for atoms 1 to 4, given in e: -0.561, 0.103, -0.445, -0.455

---

Most stable one: run B, least stable one: run A.

---

Run A
Molecular formula: C4H8O
Method: DFT, the ωB97M-V functional and the def2-TZVPD basis

```
! RIJCOSX wB97M-V def2-TZVPD def2/J DEFGRID3
* xyz 0 1
C -0.076 0.168 1.631
C -0.349 0.607 0.201
C 0.760 0.137 -0.755
C -0.348 -0.715 -1.387
O -1.332 -0.198 -0.480
H -0.967 0.194 2.265
H 0.326 -0.853 1.637
H 0.689 0.826 2.063
H -0.641 1.667 0.164
H 1.263 0.863 -1.396
H 1.508 -0.440 -0.206
H -0.222 -1.799 -1.275
H -0.591 -0.498 -2.435
*
```

For the molar mass, the calculation gives 72.11 g/mol. The LUMO energy is 1.17 eV. The value obtained for the highest occupied orbital energy is -9.5729 eV. The HOMO-LUMO gap comes out at 10.75 eV. Its SMILES is C[C@H]1CCO1.

Here are the natural (NBO) charges for atoms 1 to 4, given in e: -0.628, 0.108, -0.455, -0.057

---

Run B
Molecular formula: C4H8O
Method: DFT, the ωB97M-V functional and the def2-TZVPD basis

```
! RIJCOSX wB97M-V def2-TZVPD def2/J DEFGRID3
* xyz 0 1
O 1.115 -0.357 0.059
C 1.846 1.052 0.670
C -0.059 -0.016 -0.670
C -1.269 0.455 0.042
C -1.236 -0.927 -0.580
H 0.907 -1.022 0.732
H 2.877 0.715 0.446
H 1.724 0.789 1.746
H 0.241 0.445 -1.603
H -1.215 0.527 1.125
H -1.857 1.236 -0.430
H -1.169 -1.775 0.100
H -1.810 -1.132 -1.478
*
```

For the molar mass, the calculation gives 72.11 g/mol. The LUMO energy is 0.65 eV. The value obtained for the highest occupied orbital energy is -7.5429 eV. The HOMO-LUMO gap comes out at 8.19 eV.

Here are the natural (NBO) charges for atoms 1 to 4, given in e: -0.537, -0.527, 0.096, -0.433

---

Most stable one: run A, least stable one: run B.

---

Run A
Molecular formula: C4H8O
Method: DFT, the ωB97M-V functional and the def2-TZVPD basis

```
! RIJCOSX wB97M-V def2-TZVPD def2/J DEFGRID3
* xyz 0 1
O -2.338 -0.270 0.119
C -1.050 -0.808 -0.106
C -0.032 0.256 -0.435
C 1.429 -0.077 -0.424
C 0.859 0.808 0.648
H -2.246 0.416 0.792
H -1.165 -1.506 -0.942
H -0.701 -1.395 0.762
H -0.371 0.956 -1.196
H 1.719 -1.089 -0.150
H 2.058 0.378 -1.183
H 0.765 0.388 1.647
H 1.111 1.864 0.628
*
```

For the molar mass, the calculation gives 72.11 g/mol. The LUMO energy is 1.07 eV. The value obtained for the highest occupied orbital energy is -10.1746 eV. The HOMO-LUMO gap comes out at 11.25 eV. Its SMILES is OCC1CC1.

Here are the natural (NBO) charges for atoms 1 to 4, given in e: -0.711, -0.055, -0.263, -0.417

---

Run B
Molecular formula: C4H8O
Method: DFT, the ωB97M-V functional and the def2-TZVPD basis

```
! RIJCOSX wB97M-V def2-TZVPD def2/J DEFGRID3
* xyz 0 1
C -1.187 -0.972 -0.093
C -0.756 0.467 0.181
C 0.625 0.798 -0.417
C 1.710 0.047 0.328
O 2.490 -0.746 -0.176
H -1.272 -1.166 -1.183
H -2.160 -1.173 0.364
H -0.444 -1.683 0.308
H -1.502 1.148 -0.247
H -0.743 0.641 1.266
H 0.840 1.879 -0.282
H 0.670 0.552 -1.478
H 1.729 0.208 1.429
*
```

For the molar mass, the calculation gives 72.11 g/mol. The LUMO energy is 1.02 eV. The value obtained for the highest occupied orbital energy is -9.8170 eV. The HOMO-LUMO gap comes out at 10.84 eV. Its SMILES is CCCC=O.

Here are the natural (NBO) charges for atoms 1 to 4, given in e: -0.612, -0.390, -0.510, 0.439

---

Most stable one: run B, least stable one: run A.